(1)
Entry from the Open Molecules 2025 dataset: 2 unconnected molecules or ions with the total composition C3H5F2P in a non-equilibrium geometry (ωB97M-V with the def2-TZVPD basis set).

The calculation puts the molar mass at 110.04 u. As for the strongest force on any atom: 2.73 eV/Å. The calculation puts the HOMO-LUMO gap at 11.2 eV. As for the HOMO energy: -10.31 eV.

```
11
C3H5F2P ωB97M-V with the def2-TZVPD basis set
F 2.832 -1.118 -0.574
C 1.693 -0.340 -0.525
F 1.246 -0.641 0.724
P 2.351 1.442 -0.566
H 0.902 -0.549 -1.198
H 1.454 2.018 -1.381
H 3.213 1.103 -1.672
C -2.899 -0.810 0.870
C -1.776 -1.215 0.947
H -3.887 -0.350 0.993
H -0.811 -1.784 0.938
```

(2)
Entry from the Open Molecules 2025 dataset: a molecular structure, C33H38N9O2STa (ωB97M-V with the def2-TZVPD basis set).

The calculation puts the molar mass at 805.74 u. As for the total charge: +4. As for the strongest force on any atom: 0.42 eV/Å. The calculation puts the HOMO-LUMO gap at 6.8 eV. As for the HOMO energy: -18.93 eV.

```
84
C33H38N9O2STa ωB97M-V with the def2-TZVPD basis set
Ta -0.150 -0.728 -0.041
C -0.276 5.903 -3.100
C -0.186 4.450 -2.731
C 0.203 3.473 -3.638
C 0.277 2.110 -3.297
C 0.945 1.271 -4.243
N 1.265 0.024 -4.088
C 2.320 -0.623 -4.885
C 3.603 -0.738 -4.049
C 4.020 0.557 -3.334
N 3.536 0.588 -1.936
C 4.314 0.701 -0.906
C 3.969 0.524 0.476
C 5.060 0.529 1.368
C 4.947 0.181 2.708
C 6.119 0.202 3.646
C 3.684 -0.222 3.129
C 2.574 -0.243 2.272
C 1.299 -0.642 2.809
N 0.193 -0.832 2.173
C -0.984 -1.050 3.064
C -2.117 -0.171 2.579
C -1.600 1.201 2.171
N -0.926 1.186 0.829
C -0.804 2.345 0.286
C -0.399 2.649 -1.062
C -0.450 4.004 -1.443
C -0.080 1.674 -2.004
O -0.120 0.365 -1.749
C 2.689 0.181 0.954
O 1.610 0.260 0.166
H -0.272 6.039 -4.179
H 0.568 6.456 -2.686
H -1.188 6.347 -2.703
H 0.476 3.765 -4.647
H 1.320 1.744 -5.146
H 0.890 -0.460 -3.276
H 2.481 -0.009 -5.770
H 1.981 -1.601 -5.219
H 4.403 -1.040 -4.727
H 3.508 -1.539 -3.312
H 3.655 1.449 -3.846
H 5.105 0.634 -3.296
H 2.551 0.423 -1.748
H 5.362 0.883 -1.126
H 6.036 0.804 0.981
H 6.997 0.639 3.177
H 6.371 -0.810 3.966
H 5.886 0.781 4.539
H 3.548 -0.531 4.161
H 1.267 -0.768 3.890
H -0.701 -0.759 4.075
H -1.262 -2.101 3.080
H -2.855 -0.061 3.373
H -2.650 -0.646 1.752
H -0.900 1.594 2.912
H -2.434 1.902 2.125
H -1.111 3.206 0.883
H -0.723 4.735 -0.688
C -2.536 -3.925 -2.500
C -2.010 -2.614 -2.020
N -0.765 -2.411 -1.724
N 0.039 -3.527 -1.908
C 1.216 -3.625 -1.292
N 1.887 -4.753 -1.330
S 1.868 -2.212 -0.556
C -2.922 -1.511 -1.712
C -4.152 -1.437 -2.341
C -5.018 -0.395 -2.044
C -4.606 0.528 -1.107
C -3.354 0.389 -0.529
N -2.491 -0.599 -0.808
H -2.105 -4.238 -3.456
H -2.299 -4.675 -1.733
H -3.613 -3.920 -2.610
H -0.379 -4.330 -2.360
H 1.531 -5.598 -1.759
H 2.767 -4.829 -0.840
H -4.443 -2.179 -3.070
H -5.986 -0.323 -2.523
H -5.241 1.352 -0.811
H -3.053 1.105 0.210
N -1.400 -3.621 1.112
C -0.986 -2.620 0.713
```

(3)
Entry from the Open Molecules 2025 dataset: a molecular structure, C3H11N2S in a non-equilibrium geometry (ωB97M-V with the def2-TZVPD basis set).

The calculation puts the molar mass at 107.20 u. As for the total charge: +1. As for the strongest force on any atom: 3.55 eV/Å. The calculation puts the HOMO-LUMO gap at 9.8 eV. As for the HOMO energy: -14.39 eV.

```
17
C3H11N2S ωB97M-V with the def2-TZVPD basis set
C -1.866 0.028 0.253
C -0.570 0.705 -0.188
C 0.620 -0.075 0.175
N 0.514 -1.350 0.401
N -0.119 1.996 0.325
S 1.987 0.933 0.361
H -2.835 0.507 0.271
H -1.989 -0.845 -0.437
H -1.636 -0.422 1.305
H -0.625 0.964 -1.203
H 1.838 -1.353 -1.730
H 1.268 -1.795 0.763
H -0.341 -1.877 0.137
H 1.758 -1.995 -2.159
H 0.020 1.990 1.317
H -0.759 2.727 0.188
H 2.735 -0.137 0.222
```

(4)
Entry from the Open Molecules 2025 dataset: a molecular structure, C34H54Cl2N6O2RbSi3 (ωB97M-V with the def2-TZVPD basis set).

The calculation puts the molar mass at 819.48 u. As for the total charge: -1. As for the strongest force on any atom: 0.47 eV/Å. The calculation puts the HOMO-LUMO gap at 4.9 eV. As for the HOMO energy: -3.14 eV.

```
102
C34H54Cl2N6O2RbSi3 ωB97M-V with the def2-TZVPD basis set
Rb -0.784 0.365 -1.081
C -3.153 -3.106 1.390
C -1.776 -2.585 1.070
N -1.155 -2.788 -0.011
C -1.737 -3.512 -1.120
C -0.706 -3.570 -2.246
N -0.106 -2.256 -2.399
C 0.921 -2.159 -3.421
C 1.564 -0.785 -3.357
N 2.284 -0.581 -2.115
C 3.057 0.653 -2.113
C 2.129 2.018 -0.087
N 1.309 1.102 0.643
C 1.488 0.844 1.868
C 2.521 1.434 2.790
C 0.561 -0.175 2.474
C 0.471 -0.360 3.853
C -0.444 -1.273 4.348
C -1.230 -1.993 3.463
C -1.042 -1.781 2.101
N -0.178 -0.889 1.631
H -3.767 -3.128 0.490
H -3.651 -2.485 2.132
H -3.090 -4.128 1.775
H -2.628 -2.987 -1.480
H -2.040 -4.527 -0.834
H -1.206 -3.855 -3.177
H 0.048 -4.343 -2.028
H 0.306 -2.043 -1.493
H 0.455 -2.291 -4.403
H 1.700 -2.928 -3.311
H 0.790 -0.019 -3.566
H 2.298 -0.700 -4.165
H 1.772 -0.723 -1.255
H 2.553 1.398 -2.737
H 4.023 0.460 -2.595
H 1.735 3.235 -1.563
H 2.518 2.825 0.545
H 3.196 2.121 2.290
H 3.128 0.633 3.218
H 2.026 1.966 3.608
H 1.095 0.202 4.532
H -0.540 -1.424 5.415
H -1.954 -2.715 3.817
C -2.308 2.132 2.114
O -2.364 2.022 0.717
Si -3.798 1.962 -0.183
C -4.621 0.361 0.426
C -4.921 3.322 0.490
C -3.352 1.993 -1.913
Si -4.224 0.924 -3.075
C -3.951 -0.935 -2.771
C -3.684 1.120 -4.879
C -6.108 1.143 -3.114
Si -2.526 3.495 -2.519
C -3.663 4.692 -3.455
C -1.745 4.536 -1.148
C -1.094 3.165 -3.718
H -2.810 3.037 2.472
H -1.260 2.182 2.420
H -2.765 1.267 2.614
H -4.888 0.454 1.483
H -3.929 -0.482 0.331
H -5.530 0.112 -0.125
H -5.069 3.241 1.572
H -5.902 3.227 0.015
H -4.548 4.323 0.265
H -2.891 -1.184 -2.892
H -4.516 -1.532 -3.495
H -4.264 -1.241 -1.770
H -2.636 0.835 -5.007
H -3.801 2.137 -5.258
H -4.287 0.456 -5.506
H -6.551 0.973 -2.129
H -6.579 0.451 -3.820
H -6.364 2.161 -3.417
H -4.442 5.065 -2.784
H -4.163 4.198 -4.292
H -3.112 5.551 -3.849
H -2.464 4.864 -0.394
H -1.299 5.429 -1.598
H -0.956 3.983 -0.636
H -1.452 2.842 -4.697
H -0.397 2.408 -3.347
H -0.517 4.085 -3.863
Cl 3.926 3.579 -2.424
C 4.354 2.490 -1.094
C 5.369 2.867 -0.283
C 5.749 2.113 0.833
Cl 7.189 2.603 1.726
C 5.216 0.826 1.021
C 5.699 -0.115 1.954
C 5.081 -1.339 2.089
C 3.983 -1.633 1.292
N 3.514 -0.768 0.393
C 4.097 0.412 0.231
C 3.404 1.352 -0.775
O 1.245 2.579 -1.050
H 5.917 3.773 -0.513
H 6.552 0.146 2.566
H 5.441 -2.064 2.809
H 3.459 -2.581 1.368
```